{"formula": "H2INO3P", "method": "the ωB97M-V functional and the def2-TZVPD basis", "largest_force_ev_per_a": 6.3, "lumo_ev": [3.29, 1.51], "spin_multiplicity": 3, "total_charge": -1, "e_above_lowest_kcal_mol": 23.4, "homo_lumo_gap_ev": [5.334, 6.780], "e_homo_ev": [-2.04, -5.27], "symbols": ["N", "O", "O", "O", "P", "I", "H", "H"], "coordinates": [[-0.3600, 0.8604, -1.0016], [-0.8287, -1.4414, 0.3556], [-0.6445, 0.8003, 1.6135], [1.4950, -0.2353, 0.1735], [-0.3244, -0.0766, 0.4513], [2.2597, -1.1921, 1.5653], [-1.3790, 1.0408, -1.2830], [-0.2180, 0.2440, -1.8746]], "mulliken_spin": [0.005, 0.015, 0.010, 0.468, -0.005, 1.501, 0.005, 0.001]}